(1)
{"formula": "C18H22Cl2GeN4PtSSe", "method": "ωB97M-V/def2-TZVPD", "charge": 4, "lumo_energy_ev": -14.151, "homo_lumo_gap_ev": 4.54, "molar_mass_g_mol": 744.023, "homo_ev": -18.70, "fmax_ev_per_a": 0.6, "spin_multiplicity": 1, "species": ["Pt", "S", "N", "C", "C", "C", "C", "C", "N", "C", "C", "N", "C", "C", "C", "C", "C", "N", "H", "H", "H", "H", "H", "H", "Cl", "C", "Cl", "H", "H", "C", "Ge", "C", "C", "C", "Se", "C", "H", "H", "H", "H", "H", "H", "H", "H", "H", "H", "H", "H", "H", "H"], "coordinates": [[0.92, 1.39, 0.91], [6.17, 0.88, 6.13], [6.05, 1.86, 4.86], [4.94, 1.54, 4.22], [4.44, 2.18, 3.02], [5.09, 3.22, 2.35], [4.50, 3.74, 1.21], [3.29, 3.22, 0.75], [2.68, 2.22, 1.39], [3.24, 1.70, 2.51], [2.52, 0.62, 3.13], [1.37, 0.25, 2.52], [0.68, -0.78, 3.03], [1.08, -1.45, 4.17], [2.24, -1.07, 4.81], [2.99, -0.01, 4.29], [4.23, 0.48, 4.84], [4.83, 0.02, 5.93], [6.02, 3.61, 2.73], [4.96, 4.55, 0.66], [2.81, 3.64, -0.11], [-0.22, -1.09, 2.50], [0.49, -2.27, 4.54], [2.59, -1.57, 5.71], [0.49, 2.82, -0.94], [1.54, 2.40, -2.51], [0.56, 2.57, -3.88], [1.88, 1.39, -2.33], [2.33, 3.15, -2.46], [-4.89, -6.53, -2.87], [-6.21, -5.15, -2.79], [-6.47, -3.98, -4.28], [-7.47, -5.13, -1.35], [-2.34, -0.52, -0.31], [-1.52, 0.68, 0.65], [-2.78, 1.26, 2.01], [-5.44, -7.44, -3.13], [-4.43, -6.71, -1.90], [-4.14, -6.35, -3.64], [-7.19, -4.50, -4.93], [-5.56, -3.83, -4.85], [-6.93, -3.03, -3.99], [-8.34, -5.69, -1.72], [-7.81, -4.12, -1.12], [-7.09, -5.64, -0.47], [-3.40, -0.68, -0.16], [-1.83, -0.99, -1.15], [-2.92, 0.43, 2.70], [-3.70, 1.55, 1.51], [-2.31, 2.11, 2.50]], "lowdin_charge": [0.788, 1.184, -0.170, -0.291, -0.036, 0.101, 0.035, -0.073, -0.076, -0.130, -0.130, -0.091, -0.099, 0.020, 0.095, -0.037, -0.293, -0.173, 0.154, 0.144, 0.082, 0.090, 0.138, 0.153, 0.475, -0.815, 0.715, 0.046, 0.048, -0.200, 1.168, -0.201, -0.199, -0.117, 1.103, -0.195, 0.063, 0.041, 0.040, 0.064, 0.039, 0.040, 0.063, 0.040, 0.041, 0.073, 0.065, 0.072, 0.075, 0.067]}

(2)
{"formula": "C4H12S", "method": "ωB97M-V/def2-TZVPD", "lumo_energy_ev": 0.894, "homo_lumo_gap_ev": 9.86, "molar_mass_g_mol": 92.207, "smiles": "CCS.CC", "homo_ev": -8.96, "fmax_ev_per_a": 3.0, "spin_multiplicity": 1, "species": ["C", "C", "S", "H", "H", "H", "H", "H", "H", "C", "C", "H", "H", "H", "H", "H", "H"], "coordinates": [[1.83, -0.94, -0.74], [1.88, 0.57, -0.62], [0.57, 1.20, 0.54], [1.99, -1.56, 0.14], [0.95, -1.19, -1.33], [2.65, -1.28, -1.41], [1.75, 0.97, -1.61], [2.83, 0.88, -0.18], [0.41, 2.38, -0.03], [-1.75, -1.07, -0.36], [-2.84, -0.91, 0.78], [-1.68, -0.22, -1.05], [-0.78, -1.13, 0.10], [-2.07, -1.85, -1.05], [-2.90, 0.16, 0.90], [-2.55, -1.54, 1.61], [-3.82, -1.13, 0.34]], "lowdin_charge": [-0.197, -0.565, 0.689, 0.072, 0.057, 0.077, 0.068, 0.053, -0.167, -0.207, -0.139, 0.049, -0.009, 0.058, 0.048, 0.056, 0.058]}

(3)
{"formula": "C6H28N4O10", "method": "ωB97M-V/def2-TZVPD", "lumo_energy_ev": 0.028, "homo_lumo_gap_ev": 7.67, "molar_mass_g_mol": 316.308, "homo_ev": -7.64, "fmax_ev_per_a": 17.2, "spin_multiplicity": 1, "species": ["C", "O", "N", "N", "H", "H", "H", "H", "C", "O", "N", "N", "H", "H", "H", "H", "C", "C", "O", "O", "H", "H", "H", "H", "H", "H", "C", "C", "O", "O", "H", "H", "H", "H", "H", "H", "O", "H", "H", "O", "H", "H", "O", "H", "H", "O", "H", "H"], "coordinates": [[5.21, -8.10, -23.21], [4.88, -6.89, -23.47], [4.91, -9.18, -24.02], [6.00, -8.57, -22.24], [4.22, -9.00, -24.74], [5.19, -10.14, -23.94], [6.49, -7.93, -21.64], [6.16, -9.56, -22.12], [3.36, -9.52, -19.35], [3.37, -10.75, -19.28], [3.06, -8.86, -20.45], [3.63, -8.72, -18.39], [3.40, -7.91, -20.43], [2.72, -9.36, -21.26], [3.52, -7.71, -18.40], [4.05, -9.20, -17.61], [2.91, -6.16, -20.84], [3.39, -5.69, -19.40], [3.71, -6.79, -18.57], [3.95, -6.66, -21.62], [2.60, -5.26, -21.36], [2.00, -6.75, -20.69], [2.58, -5.07, -18.99], [4.31, -5.13, -19.58], [2.90, -7.06, -18.13], [3.58, -6.89, -22.48], [6.24, -2.98, -19.90], [5.86, -4.31, -19.31], [6.18, -5.31, -20.22], [5.35, -2.56, -20.85], [7.25, -2.98, -20.32], [6.03, -2.31, -19.07], [4.82, -4.40, -18.99], [6.51, -4.36, -18.44], [5.94, -4.98, -21.09], [5.78, -2.60, -21.70], [7.32, -7.35, -19.39], [6.49, -7.43, -19.85], [7.48, -8.22, -19.03], [5.56, -6.60, -18.20], [4.81, -6.19, -18.62], [6.07, -6.97, -18.92], [7.77, -5.45, -19.19], [6.88, -5.11, -19.11], [7.66, -6.38, -19.37], [5.65, -7.30, -20.27], [4.72, -7.13, -20.42], [6.08, -6.47, -20.45]], "lowdin_charge": [-0.581, -0.033, 0.142, 0.195, 0.102, 0.104, 0.110, 0.133, -0.746, -0.005, 0.177, 0.195, 0.041, 0.134, -0.268, 0.143, -0.170, -0.071, -0.037, -0.151, 0.141, 0.130, 0.166, 0.061, 0.197, 0.096, -0.210, -0.228, -0.035, -0.021, 0.155, 0.142, 0.117, 0.173, 0.174, 0.100, 0.136, -0.304, 0.161, -0.009, -0.061, -0.052, -0.058, -0.148, -0.276, 0.034, 0.053, -0.048]}

(4)
{"formula": "C23H32InN6O5S4", "method": "ωB97M-V/def2-TZVPD", "charge": -1, "lumo_energy_ev": 2.330, "homo_lumo_gap_ev": 7.09, "molar_mass_g_mol": 715.632, "homo_ev": -4.76, "fmax_ev_per_a": 2.2, "spin_multiplicity": 1, "species": ["In", "C", "C", "N", "C", "C", "N", "C", "C", "N", "H", "H", "H", "H", "H", "H", "H", "H", "H", "H", "H", "H", "H", "H", "H", "O", "C", "O", "C", "C", "C", "C", "C", "C", "S", "H", "H", "H", "H", "C", "C", "C", "C", "C", "C", "C", "S", "O", "O", "O", "H", "H", "H", "H", "H", "H", "H", "C", "N", "C", "N", "S", "H", "H", "H", "H", "H", "H", "S", "C", "N"], "coordinates": [[0.34, 0.25, -0.48], [-1.87, 1.22, -3.16], [-0.54, 2.01, -3.13], [-0.14, 2.32, -1.78], [-0.96, 3.34, -1.15], [-1.22, 3.03, 0.34], [-1.44, 1.62, 0.57], [-2.79, 1.13, 0.41], [-3.21, 1.05, -1.08], [-2.13, 0.56, -1.89], [-1.81, 0.48, -3.96], [-2.70, 1.90, -3.40], [-0.63, 2.91, -3.75], [0.25, 1.40, -3.57], [0.84, 2.57, -1.74], [-1.91, 3.39, -1.68], [-0.47, 4.32, -1.20], [-2.07, 3.63, 0.68], [-0.33, 3.31, 0.90], [-1.10, 1.34, 1.48], [-3.52, 1.76, 0.95], [-2.81, 0.12, 0.82], [-3.49, 2.05, -1.42], [-4.11, 0.42, -1.15], [-2.11, -0.45, -1.94], [2.52, 3.26, 1.85], [2.27, 2.15, 1.39], [1.46, 1.98, 0.42], [2.93, 0.95, 2.02], [3.44, 1.16, 3.30], [4.01, 0.15, 4.05], [4.07, -1.13, 3.51], [3.58, -1.37, 2.25], [3.01, -0.34, 1.48], [2.58, -0.81, -0.15], [3.38, 2.16, 3.69], [4.40, 0.36, 5.03], [4.51, -1.94, 4.08], [3.61, -2.36, 1.82], [-5.80, -3.81, 3.81], [-4.54, -3.30, 3.17], [-4.48, -3.04, 1.81], [-3.30, -2.58, 1.23], [-2.19, -2.37, 2.02], [-2.23, -2.63, 3.38], [-3.40, -3.09, 3.95], [-0.65, -1.78, 1.30], [0.33, -2.80, 1.55], [-0.37, -0.49, 1.94], [-1.02, -1.56, -0.11], [-6.63, -3.79, 3.11], [-6.06, -3.20, 4.68], [-5.65, -4.83, 4.16], [-5.35, -3.21, 1.19], [-3.23, -2.39, 0.17], [-1.33, -2.47, 3.95], [-3.44, -3.31, 5.01], [6.10, 0.56, -4.42], [5.16, 1.50, -3.86], [3.85, 1.23, -3.64], [3.46, -0.06, -3.61], [2.80, 2.50, -3.50], [7.02, 1.09, -4.66], [5.71, 0.11, -5.34], [6.34, -0.23, -3.72], [5.35, 2.48, -3.98], [4.13, -0.78, -3.39], [2.51, -0.26, -3.32], [0.41, -1.05, -2.88], [0.37, -2.61, -2.34], [0.30, -3.74, -2.09]], "lowdin_charge": [0.577, -0.221, -0.270, -0.122, -0.160, -0.172, -0.107, -0.175, -0.190, -0.109, 0.098, 0.108, 0.120, 0.015, 0.038, 0.102, 0.134, 0.124, 0.111, 0.097, 0.125, 0.094, 0.104, 0.121, 0.079, 0.019, -0.602, -0.142, -0.142, -0.040, -0.102, -0.101, -0.135, -0.584, 0.674, 0.108, 0.090, 0.093, 0.094, -0.060, -0.285, -0.038, -0.057, -0.253, -0.045, -0.040, 0.443, -0.266, -0.330, -0.406, 0.070, 0.077, 0.080, 0.107, 0.111, 0.121, 0.111, -0.099, -0.084, -0.929, 0.104, 0.657, 0.080, 0.085, 0.079, 0.097, 0.100, -0.040, 0.653, -0.858, 0.065]}

(5)
{"formula": "C37H73Br3Hg2N4O4", "method": "ωB97M-V/def2-TZVPD", "lumo_energy_ev": -0.338, "homo_lumo_gap_ev": 6.45, "molar_mass_g_mol": 1278.907, "homo_ev": -6.79, "fmax_ev_per_a": 2.9, "spin_multiplicity": 1, "species": ["Hg", "Hg", "C", "C", "C", "C", "C", "C", "N", "O", "C", "C", "C", "H", "H", "H", "H", "H", "H", "H", "H", "H", "H", "H", "H", "H", "H", "H", "H", "H", "H", "C", "C", "C", "C", "C", "C", "N", "O", "C", "C", "C", "H", "H", "H", "H", "H", "H", "H", "H", "H", "H", "H", "H", "H", "H", "H", "H", "H", "H", "C", "C", "C", "C", "C", "C", "N", "O", "C", "C", "C", "H", "H", "H", "H", "H", "H", "H", "H", "H", "H", "H", "H", "H", "H", "H", "H", "H", "H", "C", "C", "C", "C", "C", "C", "N", "O", "C", "C", "C", "H", "H", "H", "H", "H", "H", "H", "H", "H", "H", "H", "H", "H", "H", "H", "H", "H", "H", "C", "Br", "Br", "Br", "H"], "coordinates": [[-9.27, 23.21, -23.42], [-9.54, 25.09, -19.94], [-10.05, 27.42, -24.14], [-10.09, 27.40, -22.58], [-11.04, 28.54, -22.09], [-12.51, 28.22, -22.14], [-12.63, 27.00, -21.26], [-11.96, 25.75, -21.80], [-10.48, 26.06, -22.00], [-9.77, 24.97, -22.57], [-12.66, 25.33, -23.12], [-12.08, 24.65, -20.72], [-8.76, 27.78, -22.03], [-10.05, 28.49, -24.30], [-10.92, 26.99, -24.64], [-9.16, 26.92, -24.51], [-10.90, 29.38, -22.78], [-10.73, 28.94, -21.13], [-12.99, 28.05, -23.11], [-13.13, 29.05, -21.80], [-13.68, 26.79, -21.03], [-12.26, 27.11, -20.24], [-12.48, 26.01, -23.95], [-13.74, 25.20, -22.96], [-12.32, 24.33, -23.39], [-12.20, 25.16, -19.77], [-11.35, 23.84, -20.84], [-12.93, 23.98, -20.92], [-7.86, 27.40, -22.52], [-8.68, 27.61, -20.95], [-8.54, 28.85, -22.14], [-11.51, 22.24, -24.86], [-10.89, 22.90, -26.11], [-11.72, 24.19, -26.25], [-11.02, 25.14, -27.24], [-9.56, 25.35, -26.88], [-8.70, 24.09, -26.77], [-9.45, 23.23, -25.83], [-8.58, 22.12, -25.43], [-7.34, 24.65, -26.25], [-8.52, 23.55, -28.26], [-11.16, 21.95, -27.29], [-11.16, 21.21, -24.72], [-12.55, 21.93, -24.96], [-11.39, 22.85, -23.95], [-11.87, 24.66, -25.27], [-12.71, 23.83, -26.54], [-11.57, 26.08, -27.29], [-11.02, 24.74, -28.26], [-9.52, 26.02, -26.01], [-9.23, 26.08, -27.62], [-7.48, 25.41, -25.48], [-6.91, 25.14, -27.11], [-6.76, 23.81, -25.86], [-9.34, 23.87, -28.89], [-8.63, 22.46, -28.32], [-7.55, 23.80, -28.68], [-10.53, 21.07, -27.30], [-10.91, 22.51, -28.20], [-12.18, 21.57, -27.26], [-5.52, 23.07, -20.68], [-6.40, 23.06, -21.94], [-5.59, 22.29, -23.03], [-5.65, 20.75, -22.90], [-7.08, 20.30, -22.71], [-7.93, 20.96, -21.58], [-7.72, 22.42, -21.68], [-8.73, 23.13, -20.96], [-7.53, 20.33, -20.23], [-9.37, 20.56, -22.01], [-6.55, 24.52, -22.37], [-4.54, 23.51, -20.88], [-5.41, 22.12, -20.18], [-6.03, 23.74, -19.98], [-4.52, 22.50, -22.96], [-5.87, 22.65, -24.02], [-5.01, 20.52, -22.05], [-5.17, 20.21, -23.72], [-7.00, 19.23, -22.47], [-7.49, 20.55, -23.69], [-7.76, 19.26, -20.28], [-8.03, 20.85, -19.42], [-6.45, 20.47, -20.13], [-9.60, 19.59, -21.57], [-9.49, 20.61, -23.09], [-10.15, 21.26, -21.68], [-7.02, 25.11, -21.58], [-7.12, 24.68, -23.29], [-5.57, 25.01, -22.45], [-7.61, 26.82, -16.00], [-7.61, 26.17, -17.43], [-6.43, 25.24, -17.57], [-6.49, 24.01, -16.65], [-7.81, 23.28, -16.92], [-9.10, 24.10, -16.99], [-8.83, 25.36, -17.70], [-10.01, 26.14, -17.90], [-9.60, 24.32, -15.55], [-10.09, 23.17, -17.70], [-7.41, 27.21, -18.55], [-8.50, 27.44, -15.94], [-6.83, 27.56, -15.77], [-7.59, 26.05, -15.23], [-5.45, 25.68, -17.37], [-6.39, 24.85, -18.59], [-6.55, 24.26, -15.59], [-5.58, 23.45, -16.86], [-7.91, 22.49, -16.16], [-7.63, 22.51, -17.68], [-9.77, 25.37, -15.29], [-8.88, 23.99, -14.81], [-10.60, 23.95, -15.31], [-9.65, 22.74, -18.61], [-11.08, 23.61, -17.79], [-10.17, 22.27, -17.09], [-6.52, 27.82, -18.38], [-8.26, 27.85, -18.76], [-7.20, 26.70, -19.49], [-11.01, 17.03, -22.81], [-12.19, 18.44, -23.62], [-11.01, 17.36, -20.83], [-9.26, 17.26, -23.59], [-11.39, 16.04, -23.03]], "lowdin_charge": [1.282, 1.278, 0.003, -0.463, -0.146, -0.165, -0.170, -0.479, -0.156, -0.442, -0.017, -0.059, -0.053, 0.088, 0.067, 0.058, 0.114, 0.127, 0.115, 0.117, 0.131, 0.121, 0.058, 0.100, 0.041, 0.075, 0.062, 0.101, 0.086, 0.047, 0.098, -0.091, -0.495, -0.120, -0.165, -0.185, -0.462, -0.217, -0.301, -0.026, -0.009, -0.022, 0.048, 0.097, 0.023, 0.066, 0.124, 0.111, 0.094, 0.064, 0.131, 0.060, 0.081, 0.065, 0.059, 0.071, 0.073, 0.087, 0.062, 0.084, -0.025, -0.487, -0.122, -0.173, -0.159, -0.475, -0.185, -0.396, -0.005, -0.092, -0.047, 0.091, 0.069, 0.051, 0.114, 0.099, 0.103, 0.115, 0.102, 0.100, 0.081, 0.070, 0.061, 0.000, 0.039, 0.066, 0.050, 0.047, 0.100, -0.016, -0.495, -0.163, -0.155, -0.159, -0.512, -0.253, -0.311, -0.031, -0.066, -0.053, 0.083, 0.081, 0.059, 0.129, 0.080, 0.099, 0.113, 0.118, 0.101, 0.072, 0.080, 0.082, 0.051, 0.079, 0.095, 0.092, 0.069, 0.050, -1.462, 0.509, 0.535, 0.606, -0.023]}

What did we get for relative energy (zero: lowest compared OMol25 entry of this formula, charge and spin)? Answer: 0.0, 61.6, 2880.8, 137.9, 109.6 kJ/mol, in the order shown.